Arrangement A

Density functional theory data (ωB97M-V/def2-TZVPD) for the molecule C2H5NOS2.

Cartesian coordinates (Å):
O: -0.018 -1.737 -0.726
N: 0.420 -1.161 0.472
C: 0.292 0.152 0.764
S: 1.243 0.843 1.949
C: -0.797 0.869 -0.071
S: -0.135 1.393 -1.671
H: -0.640 -2.373 -0.481
H: 1.388 -1.374 0.485
H: -1.587 0.094 -0.208
H: -1.251 1.648 0.505
H: 1.085 1.647 -1.018

2S+1   1
SMILES string   ONC(=S)CS
LUMO energy   0.08 eV
Orbital gap   8.973 eV
Total charge   0



Arrangement B

Density functional theory data (ωB97M-V/def2-TZVPD) for the molecule C2H5NOS2.

Cartesian coordinates (Å):
C: -1.832 -0.816 0.855
S: -0.821 0.624 0.867
C: 0.657 0.055 -0.196
S: 0.681 -1.168 -1.142
N: 1.560 1.050 -0.192
O: 2.701 0.953 -0.937
H: -2.810 -0.202 1.089
H: -1.878 -1.405 -0.243
H: -1.537 -1.572 1.796
H: 1.108 2.028 0.009
H: 2.172 0.454 -1.907

2S+1   1
SMILES string   CSC(=S)NO
LUMO energy   0.47 eV
Orbital gap   9.609 eV
Total charge   0



arrangement A (152.2 kJ/mol below the next structure)



Arrangement A

Density functional theory data (ωB97M-V/def2-TZVPD) for a cluster of 2 separate species, C5H10N in total.

Cartesian coordinates (Å):
C: -2.808 0.925 0.506
C: 1.433 0.317 0.816
C: -0.668 -0.224 0.163
C: 2.074 0.537 -0.476
C: -0.375 -1.505 -0.530
N: -1.729 0.412 0.221
H: -3.171 1.647 -0.158
H: -3.475 0.740 1.397
H: 1.338 1.141 1.451
H: 1.660 -0.598 1.290
H: 1.410 1.010 -1.096
H: 2.305 -0.441 -0.976
H: 2.940 1.122 -0.473
H: -0.318 -2.319 0.183
H: 0.554 -1.278 -0.941
H: -1.171 -1.485 -1.378

2S+1   1
LUMO energy   -5.16 eV
Orbital gap   8.917 eV
Total charge   +1



Arrangement B

Density functional theory data (ωB97M-V/def2-TZVPD) for a cluster of 2 separate species, C5H10N in total.

Cartesian coordinates (Å):
C: 0.250 2.035 -0.029
C: 0.351 1.019 -1.166
C: -0.294 0.991 0.974
C: -0.146 -0.012 -0.114
C: -1.186 -3.064 -0.367
N: 0.960 0.007 0.932
H: 1.205 2.574 0.260
H: -0.647 2.820 -0.171
H: -0.496 1.128 -1.903
H: 1.378 0.965 -1.369
H: -0.892 1.164 1.842
H: -1.694 -2.844 0.529
H: -0.148 -3.400 -0.248
H: -1.539 -2.923 -1.358
H: 1.797 0.267 0.453
H: 1.102 -0.727 1.736

2S+1   1
LUMO energy (alpha / beta)   -5.71 / -3.59 eV
Orbital gap (alpha / beta)   6.721 / 10.681 eV
Total charge   +1



arrangement A (292.2 kJ/mol below the next structure)



Arrangement A

Density functional theory data (ωB97M-V/def2-TZVPD) for a structure of composition C5H10N.

Cartesian coordinates (Å):
C: 0.930 0.500 0.121
C: 2.144 0.604 0.509
C: -0.496 1.803 -0.117
C: -0.020 -0.459 -0.535
C: -0.180 -1.794 0.080
N: -1.256 0.546 -0.425
H: 2.750 -0.252 0.692
H: 2.430 1.561 0.786
H: -0.841 2.263 0.789
H: -0.240 2.499 -0.881
H: 0.351 -0.571 -1.581
H: -0.434 -1.863 1.165
H: 0.756 -2.313 0.099
H: -0.846 -2.511 -0.518
H: -1.925 0.439 0.422
H: -1.845 0.500 -1.267

2S+1   1
LUMO energy   -3.57 eV
Orbital gap   10.975 eV
Total charge   +1



Arrangement B

Density functional theory data (ωB97M-V/def2-TZVPD) for the ion C5H10N with charge +1.

Cartesian coordinates (Å):
C: 1.790 0.765 0.255
C: 0.623 0.092 -0.438
C: 0.656 -1.408 -0.383
C: -0.399 -1.595 0.381
N: -0.664 0.129 0.388
C: -1.897 0.566 -0.237
H: 1.861 0.447 1.293
H: 1.711 1.846 0.209
H: 2.713 0.478 -0.243
H: 0.453 0.509 -1.435
H: 1.361 -2.102 -0.798
H: -1.037 -2.280 0.887
H: -0.527 0.525 1.319
H: -1.985 0.110 -1.221
H: -2.752 0.265 0.367
H: -1.908 1.653 -0.344

2S+1   1
SMILES string   C[C@H]1C=C[N@@H+]1C
LUMO energy   -3.26 eV
Orbital gap   12.349 eV
Total charge   +1



Arrangement C

Density functional theory data (ωB97M-V/def2-TZVPD) for a structure of composition C5H10N.

Cartesian coordinates (Å):
C: 0.953 1.510 -0.072
C: 1.079 0.296 0.385
C: -0.481 1.371 0.161
C: 0.054 -1.916 0.341
C: 1.136 -0.919 0.898
N: -1.233 1.094 -1.054
H: 1.519 2.088 -0.744
H: -0.994 1.696 1.009
H: -0.994 -1.619 0.534
H: 0.027 -2.947 0.786
H: 0.171 -1.954 -0.714
H: 2.250 -1.144 0.742
H: 0.989 -0.794 1.934
H: -1.935 0.335 -1.015
H: -0.647 0.962 -1.915
H: -1.895 1.941 -1.276

2S+1   1
LUMO energy   -3.61 eV
Orbital gap   9.206 eV
Total charge   +1



arrangement B (115.9 kJ/mol below the next structure)



Arrangement A

Density functional theory data (ωB97M-V/def2-TZVPD) for a structure of composition C41H32CaClF2IN6OS2.

Cartesian coordinates (Å):
Ca: 0.199 -0.339 -0.550
F: 1.350 -5.072 2.716
C: 1.641 -4.341 1.601
C: 1.014 -3.141 1.383
C: 1.307 -2.359 0.255
C: 2.288 -2.864 -0.636
C: 2.843 -4.120 -0.398
F: 3.706 -4.702 -1.294
C: 2.553 -4.881 0.711
C: 2.703 -2.017 -1.802
C: 3.842 -2.257 -2.582
C: 4.131 -1.437 -3.655
C: 3.307 -0.365 -3.950
C: 2.233 -0.154 -3.112
N: 1.935 -0.943 -2.076
H: 0.270 -2.816 2.106
H: 3.010 -5.847 0.865
H: 4.497 -3.076 -2.338
H: 5.009 -1.635 -4.259
H: 3.497 0.295 -4.784
H: 1.577 0.698 -3.261
Cl: -4.090 2.393 -5.956
C: -3.221 1.360 -4.833
C: -3.355 0.009 -4.923
C: -2.700 -0.854 -4.017
I: -2.940 -2.907 -4.256
C: -1.875 -0.395 -2.976
O: -1.286 -1.114 -2.119
C: -1.737 1.071 -2.934
N: -0.918 1.541 -1.959
C: -0.742 2.823 -1.804
C: -1.381 3.764 -2.646
C: -2.189 3.322 -3.645
C: -2.397 1.935 -3.829
H: -3.981 -0.408 -5.701
H: -0.086 3.114 -0.985
H: -1.215 4.821 -2.488
H: -2.686 4.022 -4.306
C: -5.118 1.342 -1.853
N: -4.546 1.166 -0.535
C: -4.283 -0.012 0.065
N: -4.351 -1.119 -0.717
S: -3.934 -0.095 1.713
H: -4.955 2.369 -2.171
H: -6.191 1.131 -1.867
H: -4.634 0.708 -2.595
H: -4.502 1.952 0.092
H: -4.287 -1.010 -1.719
H: -3.805 -1.906 -0.373
C: -3.285 -3.562 2.709
N: -3.427 -4.730 1.847
C: -3.995 -5.950 2.187
C: -3.846 -6.771 1.134
N: -3.172 -6.038 0.165
C: -2.911 -4.766 0.586
S: -2.113 -3.556 -0.238
H: -3.814 -3.760 3.640
H: -3.690 -2.673 2.231
H: -2.232 -3.372 2.909
H: -4.444 -6.124 3.150
H: -4.138 -7.797 0.998
H: -2.923 -6.328 -0.763
C: 0.929 1.354 0.867
C: 1.673 2.067 1.563
C: 2.519 2.896 2.373
C: 2.459 4.317 2.145
C: 1.912 4.837 0.934
C: 1.818 6.195 0.679
C: 2.243 7.148 1.608
C: 2.746 6.673 2.820
C: 2.850 5.316 3.087
C: 3.370 2.251 3.345
C: 4.512 2.850 3.949
C: 5.299 2.180 4.876
C: 5.023 0.868 5.254
C: 3.942 0.236 4.633
C: 3.149 0.893 3.708
H: 1.567 4.118 0.201
H: 1.406 6.524 -0.273
H: 2.173 8.210 1.403
H: 3.050 7.381 3.587
H: 3.195 5.003 4.063
H: 4.804 3.846 3.645
H: 6.160 2.691 5.300
H: 5.636 0.351 5.984
H: 3.715 -0.799 4.874
H: 2.333 0.371 3.222

2S+1   1
LUMO energy   3.27 eV
Orbital gap   2.894 eV
Total charge   -2



Arrangement B

Density functional theory data (ωB97M-V/def2-TZVPD) for a structure of composition C41H32CaClF2IN6OS2.

Cartesian coordinates (Å):
Ca: 0.370 -0.009 0.176
F: 3.283 -5.135 -0.316
C: 3.321 -3.774 -0.455
C: 2.253 -3.010 -0.051
C: 2.254 -1.617 -0.181
C: 3.428 -1.029 -0.716
C: 4.465 -1.858 -1.154
F: 5.582 -1.358 -1.779
C: 4.448 -3.230 -1.037
C: 3.523 0.459 -0.781
C: 4.719 1.161 -1.004
C: 4.713 2.539 -1.056
C: 3.524 3.229 -0.878
C: 2.394 2.474 -0.624
N: 2.388 1.149 -0.571
H: 1.393 -3.529 0.358
H: 5.271 -3.836 -1.387
H: 5.642 0.622 -1.121
H: 5.641 3.074 -1.226
H: 3.467 4.308 -0.911
H: 1.438 2.954 -0.436
Cl: -4.078 4.890 -3.178
C: -2.992 3.564 -2.815
C: -2.559 2.748 -3.819
C: -1.715 1.652 -3.563
I: -1.083 0.462 -5.144
C: -1.256 1.332 -2.275
O: -0.508 0.365 -1.966
C: -1.732 2.245 -1.227
N: -1.279 1.959 0.013
C: -1.667 2.669 1.046
C: -2.544 3.766 0.898
C: -2.989 4.098 -0.353
C: -2.587 3.331 -1.473
H: -2.877 2.938 -4.835
H: -1.278 2.350 2.008
H: -2.842 4.327 1.774
H: -3.654 4.939 -0.502
C: -4.958 0.805 -1.743
N: -4.544 -0.167 -0.761
C: -3.842 -1.290 -1.007
N: -3.312 -1.440 -2.238
S: -3.690 -2.462 0.188
H: -5.273 1.710 -1.226
H: -5.786 0.440 -2.361
H: -4.134 1.092 -2.395
H: -4.953 -0.146 0.158
H: -3.176 -0.618 -2.812
H: -2.539 -2.095 -2.296
C: -1.254 -5.126 -0.580
N: -0.931 -5.457 -1.955
C: -0.939 -6.717 -2.516
C: -0.501 -6.604 -3.787
N: -0.221 -5.268 -3.983
C: -0.482 -4.543 -2.856
S: -0.268 -2.904 -2.637
H: -1.629 -6.024 -0.093
H: -2.008 -4.337 -0.548
H: -0.360 -4.770 -0.071
H: -1.251 -7.579 -1.957
H: -0.360 -7.347 -4.549
H: 0.101 -4.819 -4.821
C: 0.097 0.299 2.518
C: 0.306 0.460 3.721
C: 0.512 0.638 5.124
C: -0.134 1.750 5.749
C: -0.625 2.833 4.965
C: -1.272 3.917 5.513
C: -1.503 4.015 6.885
C: -1.067 2.956 7.676
C: -0.412 1.866 7.139
C: 1.359 -0.312 5.793
C: 1.968 -0.113 7.058
C: 2.791 -1.060 7.639
C: 3.079 -2.263 7.005
C: 2.530 -2.465 5.738
C: 1.711 -1.529 5.149
H: -0.460 2.781 3.898
H: -1.604 4.715 4.853
H: -2.011 4.871 7.314
H: -1.260 2.969 8.746
H: -0.150 1.051 7.799
H: 1.830 0.828 7.572
H: 3.233 -0.840 8.607
H: 3.721 -3.004 7.466
H: 2.753 -3.377 5.192
H: 1.318 -1.703 4.155

2S+1   1
LUMO energy   3.31 eV
Orbital gap   3.002 eV
Total charge   -2



arrangement B (25.5 kJ/mol below the next structure)